1.
61
Properties=species:S:1:pos:R:3 method="wB97M-V/def2-TZVPD" orbital_gap_ev="2.79 / 5.54" e_homo_ev="2.96 / 0.20" lumo_ev="5.748 / 5.747" multiplicity=3 largest_force_ha_per_bohr=0.1427 total_charge=-3
O -0.123 -1.499 -1.507
V 0.096 -2.697 -0.425
O -1.221 -1.562 0.876
C -1.489 -0.927 2.052
O -2.666 -0.501 2.291
O -0.610 -0.650 2.846
H -2.175 -1.517 0.782
O 3.245 0.154 0.568
C 2.484 -0.706 1.247
O 1.695 -1.448 0.586
O 2.425 -0.715 2.482
H 3.096 -0.275 -0.278
O 0.502 -5.746 2.709
C 0.695 -4.521 2.258
O 0.424 -4.266 1.047
O 0.861 -3.595 3.034
H 0.557 -6.064 1.805
O -3.272 -4.220 -2.612
C -2.440 -3.749 -1.715
O -1.226 -3.951 -1.699
O -2.905 -3.094 -0.748
H -4.082 -4.003 -2.144
O -1.913 5.490 0.089
P -0.914 4.391 0.352
N 0.719 4.861 0.675
C 0.921 5.798 1.754
C 1.494 5.212 -0.538
N -0.848 3.103 -0.838
C -1.845 3.159 -1.862
C 0.155 2.043 -1.053
N -1.177 3.574 1.792
C -0.271 2.543 2.301
C -2.620 3.388 2.235
H 0.670 6.823 1.482
H 1.981 5.719 1.999
H 0.255 5.549 2.580
H 2.535 5.086 -0.240
H 1.373 6.286 -0.678
H 1.212 4.541 -1.349
H -1.359 3.651 -2.704
H -2.153 2.188 -2.250
H -2.818 3.581 -1.609
H -0.299 1.130 -1.438
H 0.908 2.481 -1.708
H 0.617 1.756 -0.109
H 0.760 2.745 2.009
H -0.203 2.563 3.388
H -0.547 1.528 2.017
H -3.091 4.371 2.263
H -2.525 3.096 3.281
H -3.194 2.731 1.582
C 2.213 -4.858 -3.899
S 2.505 -4.698 -2.081
O 1.592 -3.561 -1.633
C 1.555 -6.247 -1.622
H 2.815 -4.193 -4.517
H 1.159 -4.699 -4.130
H 2.454 -5.845 -4.293
H 1.920 -6.999 -2.322
H 0.483 -6.215 -1.814
H 1.610 -6.520 -0.568

2.
18
Properties=species:S:1:pos:R:3 method="wB97M-V/def2-TZVPD" orbital_gap_ev=9.00 e_homo_ev=-8.20 lumo_ev=0.800 de_lowest_kj_mol=180.5 largest_force_ha_per_bohr=0.0434 smiles="[H]/N=C/C(=C)NC(=C)C"
C 2.021 1.198 -0.477
N 0.032 0.288 0.658
C -1.038 -0.296 -0.012
C 1.371 0.112 0.338
C -2.408 0.132 0.434
C -0.990 -1.196 -1.003
C 2.076 -0.950 0.758
N -3.510 -0.060 -0.212
H -0.179 1.267 0.850
H -4.294 0.332 0.320
H -2.435 0.665 1.400
H 3.112 1.103 -0.498
H 1.658 1.154 -1.510
H 1.782 2.186 -0.070
H -1.892 -1.582 -1.468
H -0.046 -1.560 -1.392
H 3.127 -1.071 0.517
H 1.613 -1.721 1.365

3.
45
Properties=species:S:1:pos:R:3 method="wB97M-V/def2-TZVPD" orbital_gap_ev=10.08 e_homo_ev=-9.74 lumo_ev=0.332 de_lowest_kj_mol=41.9 largest_force_ha_per_bohr=0.0340 smiles=CCO.CCO.CCO.CCO.O.O.O
O -0.502 3.703 -2.651
H -0.847 2.869 -2.338
H 0.268 3.479 -3.187
O -3.308 1.190 -0.913
H -3.746 2.040 -0.737
H -3.697 0.903 -1.763
O -0.365 0.916 -1.178
H -1.274 0.897 -0.830
H 0.164 0.529 -0.444
C 0.151 2.122 2.475
C -1.057 1.592 3.179
O -1.841 2.729 3.640
H -0.191 2.640 1.580
H 0.846 1.335 2.216
H 0.651 2.884 3.113
H -0.810 0.895 3.995
H -1.725 0.946 2.579
H -2.667 2.371 3.993
C 2.852 -1.354 2.223
C 2.312 -0.952 0.846
O 0.903 -0.687 0.824
H 2.380 -2.284 2.574
H 2.611 -0.667 3.032
H 3.908 -1.494 2.160
H 2.565 -1.701 0.093
H 2.704 0.046 0.674
H 0.419 -1.476 1.101
C -2.632 -1.922 0.308
C -1.691 -3.093 0.083
O -0.742 -3.032 1.174
H -3.240 -2.073 1.189
H -3.210 -1.797 -0.614
H -2.103 -0.993 0.388
H -1.148 -3.059 -0.868
H -2.199 -4.051 0.161
H -0.184 -3.811 1.040
C 2.219 0.792 -3.483
C 1.883 -0.599 -3.152
O 0.521 -0.878 -3.295
H 1.710 1.448 -2.746
H 2.052 0.980 -4.555
H 3.296 0.902 -3.242
H 2.197 -0.809 -2.093
H 2.430 -1.222 -3.871
H 0.134 -0.255 -2.680